*A*
{"formula": "C11H15NO", "method": "ωB97M-V with the def2-TZVPD basis set", "spin_multiplicity": 1, "e_lumo_ha": 0.031, "smiles": "Cc1c[nH]c2ccccc12.CCO", "charge": 0, "orbital_gap_ev": 8.768, "elements": ["O", "N", "C", "C", "C", "C", "C", "C", "C", "C", "C", "C", "C", "H", "H", "H", "H", "H", "H", "H", "H", "H", "H", "H", "H", "H", "H", "H"], "coordinates": [[0.19, -2.22, 1.98], [1.73, -0.40, -1.82], [-0.78, -1.34, 1.49], [0.46, 0.16, -1.67], [1.86, 1.13, -0.07], [-1.77, 1.54, -0.90], [-0.82, -0.35, -2.12], [-0.57, 1.92, -0.31], [-1.90, 0.45, -1.78], [-2.11, -1.94, 1.20], [2.54, 0.30, -0.88], [2.33, 1.75, 1.17], [0.54, 1.17, -0.66], [-2.79, -1.37, 0.63], [-2.54, -2.22, 2.22], [-0.82, -0.50, 2.25], [3.61, 0.14, -0.82], [2.08, -1.14, -2.38], [-2.92, 0.20, -2.04], [2.52, 1.16, 2.17], [-0.92, -1.19, -2.76], [-0.44, 2.72, 0.46], [-2.04, -2.93, 0.69], [-2.63, 2.15, -0.57], [3.26, 2.35, 1.01], [0.03, -0.98, 0.56], [1.58, 2.49, 1.45], [0.32, -3.05, 1.51]], "nbo_charge": [-0.756, -0.554, -0.061, 0.156, -0.104, -0.232, -0.240, -0.200, -0.232, -0.651, -0.011, -0.637, -0.088, 0.229, 0.210, 0.183, 0.203, 0.416, 0.214, 0.232, 0.217, 0.217, 0.202, 0.210, 0.221, 0.174, 0.214, 0.467]}

---

*B*
{"formula": "C11H15NO", "method": "ωB97M-V with the def2-TZVPD basis set", "spin_multiplicity": 1, "e_lumo_ha": 0.030, "smiles": "Cc1c[nH]c2ccccc12.CCO", "charge": 0, "orbital_gap_ev": 8.579, "elements": ["O", "N", "C", "C", "C", "C", "C", "C", "C", "C", "C", "C", "C", "H", "H", "H", "H", "H", "H", "H", "H", "H", "H", "H", "H", "H", "H", "H"], "coordinates": [[-1.59, -2.14, 2.82], [2.09, 1.09, -1.82], [-0.28, 0.67, -2.87], [2.36, 1.50, -0.52], [0.60, 1.03, -1.86], [-1.08, -1.55, 1.62], [1.26, 1.38, 0.33], [-2.00, 0.34, -1.07], [1.36, 1.61, 1.82], [-0.15, -2.47, 0.75], [-1.30, 1.05, -0.19], [-1.47, 0.20, -2.44], [0.12, 1.17, -0.53], [0.20, 0.61, -3.94], [0.44, 0.93, 2.28], [-2.18, -0.11, -3.19], [-0.75, -3.09, 0.01], [0.23, -1.79, -0.06], [2.69, 1.04, -2.67], [-2.04, -1.38, 1.11], [2.35, 1.15, 2.10], [1.25, 2.66, 2.26], [0.44, -3.30, 1.21], [3.46, 1.32, -0.21], [-1.57, 1.35, 0.79], [-0.88, -2.46, 3.36], [-0.64, -0.65, 1.84], [-2.90, -0.17, -0.92]], "nbo_charge": [-0.726, -0.558, -0.231, -0.019, 0.126, -0.050, -0.114, -0.220, -0.627, -0.688, -0.186, -0.227, -0.092, 0.219, 0.203, 0.211, 0.212, 0.236, 0.425, 0.181, 0.224, 0.227, 0.228, 0.203, 0.218, 0.458, 0.153, 0.214]}

---

*C*
{"formula": "C11H15NO", "method": "ωB97M-V with the def2-TZVPD basis set", "spin_multiplicity": 1, "e_lumo_ha": 0.032, "smiles": "CN[C@@H]1CCc2cc(OC)ccc21", "charge": 0, "orbital_gap_ev": 8.935, "elements": ["O", "N", "C", "C", "C", "C", "C", "C", "C", "C", "C", "C", "C", "H", "H", "H", "H", "H", "H", "H", "H", "H", "H", "H", "H", "H", "H", "H"], "coordinates": [[0.50, -2.09, 2.91], [-0.29, 2.33, -1.69], [-1.32, -0.65, -1.32], [-0.42, -0.52, -0.12], [0.40, 1.11, -1.76], [1.56, -0.26, 1.67], [-0.41, -3.22, 2.90], [0.53, -1.18, 1.87], [-0.53, -1.34, 0.95], [0.71, 0.39, -0.46], [1.75, 0.61, 0.49], [0.32, 3.41, -0.88], [-0.66, 0.11, -2.44], [-1.54, -1.86, 1.08], [-1.41, 0.51, -3.06], [-1.34, 2.19, -1.41], [-1.48, -1.73, -1.56], [2.44, -0.19, 2.30], [0.01, 4.53, -1.20], [1.37, 3.30, -1.24], [-2.33, -0.16, -1.12], [1.28, 1.33, -2.40], [-0.13, -0.56, -3.05], [-1.38, -2.89, 3.23], [-0.54, -3.71, 1.76], [0.06, -3.98, 3.68], [0.20, 3.29, 0.35], [2.64, 1.22, 0.55]], "nbo_charge": [-0.542, -0.631, -0.434, 0.012, -0.056, -0.315, -0.261, 0.386, -0.317, -0.068, -0.177, -0.427, -0.393, 0.234, 0.214, 0.349, 0.220, 0.219, 0.205, 0.193, 0.202, 0.195, 0.206, 0.178, 0.184, 0.212, 0.181, 0.229]}

---

Which structure loses on stability? *C* does.

---

*A*
{"formula": "H26O13", "method": "ωB97M-V with the def2-TZVPD basis set", "spin_multiplicity": 1, "e_lumo_ha": -0.012, "charge": 0, "orbital_gap_ev": 9.685, "elements": ["O", "O", "O", "O", "O", "O", "O", "O", "O", "O", "O", "O", "O", "H", "H", "H", "H", "H", "H", "H", "H", "H", "H", "H", "H", "H", "H", "H", "H", "H", "H", "H", "H", "H", "H", "H", "H", "H", "H"], "coordinates": [[0.00, 0.01, -0.47], [2.39, 1.49, 0.42], [3.76, -1.04, 1.12], [-3.12, -0.51, 1.82], [0.02, 0.03, 2.66], [-2.38, -2.52, -0.33], [-3.17, 0.42, -1.06], [0.10, -2.47, 1.64], [2.13, 1.12, -2.31], [-1.25, -0.10, -3.12], [-1.18, 2.35, -1.32], [0.26, -2.96, -1.44], [0.83, 2.41, 2.33], [1.21, -2.90, -1.35], [-0.27, 0.11, 3.57], [4.63, -0.65, 1.03], [1.97, 2.05, -2.47], [-0.95, 0.31, -3.93], [-0.03, -2.05, -1.50], [-0.16, -3.38, 1.50], [1.47, 2.53, 3.03], [0.63, 1.47, 2.36], [2.34, 1.07, -1.37], [-2.43, -1.56, -0.37], [-2.20, -0.46, 2.07], [-2.63, 1.15, -1.35], [-3.38, -0.06, -1.86], [0.26, -0.02, 0.45], [3.29, 1.79, 0.58], [-0.87, 2.58, -2.19], [-1.52, -2.73, -0.69], [-0.57, 0.79, -0.52], [-0.68, 0.25, -2.44], [0.70, -2.28, 0.93], [1.84, 2.13, 0.86], [-1.04, 3.13, -0.79], [3.16, -0.30, 1.14], [-3.13, -0.31, 0.89], [-0.03, -0.91, 2.47]], "nbo_charge": [-0.987, -0.986, -0.950, -0.948, -0.997, -0.952, -0.982, -0.966, -0.961, -0.953, -0.961, -0.963, -0.976, 0.477, 0.494, 0.463, 0.450, 0.468, 0.494, 0.505, 0.470, 0.496, 0.496, 0.469, 0.459, 0.491, 0.491, 0.478, 0.472, 0.490, 0.470, 0.492, 0.483, 0.483, 0.508, 0.497, 0.480, 0.482, 0.524]}

---

*B*
{"formula": "H26O13", "method": "ωB97M-V with the def2-TZVPD basis set", "spin_multiplicity": 1, "e_lumo_ha": -0.024, "charge": 0, "orbital_gap_ev": 9.002, "elements": ["O", "O", "O", "O", "O", "O", "O", "O", "O", "O", "O", "O", "O", "H", "H", "H", "H", "H", "H", "H", "H", "H", "H", "H", "H", "H", "H", "H", "H", "H", "H", "H", "H", "H", "H", "H", "H", "H", "H"], "coordinates": [[-2.29, -0.53, -0.70], [-1.76, 1.33, 1.00], [0.79, 3.19, 0.93], [-1.54, -2.90, -0.22], [0.31, -1.11, -1.48], [-0.22, -0.13, 0.22], [-0.29, 0.98, -2.64], [-0.34, 2.41, -0.99], [2.17, -0.83, 0.10], [0.72, 1.37, 1.85], [2.43, 0.21, -1.72], [-1.42, -1.55, 1.53], [0.59, -2.04, 1.29], [-1.80, -2.59, -1.09], [-0.49, -1.64, 1.32], [-1.34, 0.47, 0.97], [-2.07, 1.41, 1.90], [0.37, -2.38, 0.42], [-0.86, 1.54, -2.10], [2.96, -0.90, 0.64], [1.30, 3.22, 1.74], [0.27, 0.65, -0.03], [-1.47, -2.11, 0.31], [0.49, -2.05, -1.54], [-2.08, -0.31, -1.61], [1.34, 0.68, 2.12], [0.38, 2.32, 0.94], [-1.54, -0.22, -0.20], [1.45, -0.92, 0.72], [0.26, 2.87, -0.40], [-0.09, -0.73, -0.52], [0.55, 0.98, -2.17], [-0.12, -0.89, -2.30], [2.15, -0.47, -2.34], [-1.43, -1.13, 2.39], [2.06, -0.06, -0.88], [-0.03, 1.26, 2.44], [-0.79, 3.11, -1.46], [1.39, -2.50, 1.54]], "nbo_charge": [-0.976, -0.958, -0.980, -0.979, -0.885, -1.007, -1.005, -0.992, -0.935, -0.927, -0.984, -0.954, -0.890, 0.471, 0.447, 0.474, 0.438, 0.517, 0.493, 0.484, 0.486, 0.504, 0.467, 0.494, 0.446, 0.481, 0.491, 0.455, 0.493, 0.503, 0.441, 0.493, 0.541, 0.447, 0.467, 0.453, 0.493, 0.483, 0.513]}

---

*C*
{"formula": "H26O13", "method": "ωB97M-V with the def2-TZVPD basis set", "spin_multiplicity": 1, "e_lumo_ha": -0.022, "charge": 0, "orbital_gap_ev": 8.916, "elements": ["O", "O", "O", "O", "O", "O", "O", "O", "O", "O", "O", "O", "O", "H", "H", "H", "H", "H", "H", "H", "H", "H", "H", "H", "H", "H", "H", "H", "H", "H", "H", "H", "H", "H", "H", "H", "H", "H", "H"], "coordinates": [[-17.67, -2.43, 8.13], [-16.75, -3.39, 5.57], [-15.06, 1.89, 6.54], [-16.31, 1.27, 3.96], [-13.41, 1.25, 3.74], [-16.06, -1.02, 2.37], [-13.21, -2.62, 6.94], [-16.61, 0.12, 8.94], [-11.26, -0.77, 7.64], [-15.26, -1.10, 5.65], [-12.16, -1.30, 4.47], [-13.69, 0.20, 8.61], [-17.98, -0.52, 5.48], [-15.69, 0.37, 8.76], [-18.08, 0.32, 5.93], [-17.04, 0.95, 9.17], [-11.83, -1.35, 7.10], [-12.88, -3.51, 6.78], [-13.50, 0.79, 9.34], [-12.82, -0.02, 8.23], [-14.49, -1.63, 5.89], [-14.68, 2.68, 6.14], [-16.41, -2.54, 5.24], [-16.52, 1.62, 4.83], [-16.03, -4.02, 5.41], [-14.51, 1.72, 7.32], [-10.87, -1.35, 8.30], [-11.67, -1.96, 4.97], [-17.39, -1.52, 8.27], [-15.17, -0.28, 6.16], [-15.93, -0.34, 3.05], [-16.62, 1.94, 3.34], [-12.45, -1.76, 3.67], [-17.04, -0.75, 5.59], [-17.37, -2.64, 7.23], [-14.33, 1.26, 4.03], [-17.01, -1.11, 2.30], [-13.38, -2.59, 7.89], [-12.99, 0.55, 4.26]], "nbo_charge": [-0.986, -0.955, -0.985, -0.957, -0.978, -0.970, -0.964, -0.954, -0.961, -0.995, -0.951, -1.003, -0.943, 0.484, 0.453, 0.473, 0.494, 0.492, 0.480, 0.509, 0.508, 0.489, 0.494, 0.490, 0.463, 0.493, 0.476, 0.466, 0.479, 0.497, 0.493, 0.486, 0.490, 0.475, 0.487, 0.481, 0.467, 0.502, 0.481]}

---

*D*
{"formula": "H26O13", "method": "ωB97M-V with the def2-TZVPD basis set", "spin_multiplicity": 1, "e_lumo_ha": 0.003, "charge": 0, "orbital_gap_ev": 11.278, "elements": ["O", "O", "O", "O", "O", "O", "O", "O", "O", "O", "O", "O", "O", "H", "H", "H", "H", "H", "H", "H", "H", "H", "H", "H", "H", "H", "H", "H", "H", "H", "H", "H", "H", "H", "H", "H", "H", "H", "H"], "coordinates": [[3.98, 2.99, 3.09], [-4.08, 2.43, -2.69], [0.92, -1.30, 4.63], [-5.59, 3.61, 2.35], [0.02, -0.05, 0.31], [0.75, 5.58, -1.84], [-3.23, -4.28, -2.65], [4.77, -3.44, 1.85], [3.48, 0.70, -3.90], [1.91, -4.84, -1.97], [-0.68, -5.68, 4.28], [-0.95, 3.89, 2.39], [-0.83, -0.78, -4.81], [-1.88, 3.98, 2.56], [3.86, -3.50, 2.15], [1.39, -5.61, -2.19], [1.30, -4.11, -2.07], [-3.15, -4.75, -3.48], [4.61, 3.51, 2.59], [0.20, -0.09, 1.25], [-0.82, 4.25, 1.51], [-6.51, 3.45, 2.56], [-0.31, -4.80, 4.32], [-1.10, -5.80, 5.13], [-0.52, 0.72, 0.20], [3.06, 0.40, -3.09], [-5.41, 3.06, 1.59], [0.32, -0.86, 5.22], [0.48, 5.82, -2.72], [1.31, 6.30, -1.55], [-2.73, -3.48, -2.78], [4.41, 0.53, -3.76], [4.81, -4.03, 1.09], [-3.79, 1.74, -3.30], [-0.05, -0.26, -5.01], [3.14, 3.41, 2.92], [-1.00, -1.26, -5.62], [1.64, -0.68, 4.51], [-3.72, 3.24, -3.06]], "nbo_charge": [-0.937, -0.939, -0.943, -0.941, -0.942, -0.937, -0.935, -0.939, -0.942, -0.939, -0.937, -0.945, -0.942, 0.474, 0.469, 0.468, 0.471, 0.464, 0.467, 0.472, 0.471, 0.470, 0.471, 0.465, 0.469, 0.473, 0.471, 0.469, 0.469, 0.469, 0.470, 0.470, 0.470, 0.472, 0.475, 0.470, 0.467, 0.474, 0.467]}

---

Which structure loses on stability? *B* does.